1:
C3H8N2OS | ωB97M-V with the def2-TZVPD basis set

Results
- structure (SMILES) = NC(=O)[C@@H](N)CS
- highest occupied orbital energy (eV) = -9.373
- HOMO-LUMO gap (eV) = 9.664
- LUMO level (eV) = 0.29

Structure (ORCA input):
```
! RIJCOSX wB97M-V def2-TZVPD def2/J DEFGRID3
* xyz 0 1
N 0.66 0.61 1.51
C 0.04 -0.04 0.35
C -1.17 0.66 -0.22
S -2.93 0.54 0.24
C 1.07 -0.29 -0.99
N 1.19 -1.67 -1.29
O 2.04 0.54 -1.11
H -0.06 1.23 1.80
H -2.51 0.40 1.47
H 1.44 1.29 1.21
H -0.37 -1.03 0.61
H -1.22 0.37 -1.21
H -0.84 1.67 -0.35
H 0.49 -2.31 -0.86
H 2.16 -1.96 -1.17
*
```

Here are the Löwdin charges for atoms 1 to 8, given in e:
1 N 0.0384
2 C -0.3612
3 C -0.5833
4 S 0.7284
5 C -0.3342
6 N 0.1083
7 O -0.0059
8 H 0.0478

***

2:
C3H8N2OS | ωB97M-V with the def2-TZVPD basis set

Results
- structure (SMILES) = NC(=O)NCCS
- highest occupied orbital energy (eV) = -9.292
- HOMO-LUMO gap (eV) = 9.928
- LUMO level (eV) = 0.64

Structure (ORCA input):
```
! RIJCOSX wB97M-V def2-TZVPD def2/J DEFGRID3
* xyz 0 1
C 0.32 -0.20 0.81
C 0.80 -1.46 0.15
S 0.42 -3.01 0.93
N 0.83 0.99 -0.01
C -0.13 1.73 -0.75
N -1.45 1.20 -0.94
O 0.11 2.91 -1.04
H -0.75 -0.11 0.97
H 0.88 -0.05 1.77
H 1.89 -1.23 -0.15
H 0.14 -1.54 -0.80
H -0.84 -2.90 1.21
H 1.45 1.56 0.59
H -2.00 1.81 -1.60
H -1.67 0.30 -1.13
*
```

Here are the Löwdin charges for atoms 1 to 8, given in e:
1 C -0.2865
2 C -0.6319
3 S 0.7104
4 N 0.0386
5 C -0.5306
6 N 0.1402
7 O 0.0094
8 H 0.1035

***

3:
C3H8N2OS | ωB97M-V with the def2-TZVPD basis set

Results
- highest occupied orbital energy (eV) = -9.187
- HOMO-LUMO gap (eV) = 9.882
- LUMO level (eV) = 0.69

Structure (ORCA input):
```
! RIJCOSX wB97M-V def2-TZVPD def2/J DEFGRID3
* xyz 0 1
C 0.10 1.16 -0.33
C 0.55 -0.30 -0.42
C 1.48 -0.70 0.72
N -1.19 1.21 0.36
N -0.59 -1.13 -0.55
O -3.07 -0.47 0.70
S -2.23 0.08 -0.32
H 0.76 1.89 0.15
H -0.12 1.53 -1.43
H 1.17 -0.35 -1.34
H 2.01 -1.60 0.26
H 0.90 -1.01 1.57
H 2.31 0.04 0.78
H -1.09 1.02 1.34
H -1.00 -1.37 -1.51
*
```

Here are the Löwdin charges for atoms 1 to 8, given in e:
1 C -0.2445
2 C -0.5606
3 C -0.0695
4 N -0.2646
5 N -0.1101
6 O -0.4732
7 S 0.9270
8 H 0.1166

***

Quick one: least stable of them? 3

***

1:
C3H8N2OS | ωB97M-V with the def2-TZVPD basis set

Results
- structure (SMILES) = NC(=O)NCCS
- highest occupied orbital energy (eV) = -8.908
- HOMO-LUMO gap (eV) = 9.559
- LUMO level (eV) = 0.65

Structure (ORCA input):
```
! RIJCOSX wB97M-V def2-TZVPD def2/J DEFGRID3
* xyz 0 1
C 0.21 -0.59 -0.35
C 0.82 -1.76 0.47
S 0.40 -3.26 -0.56
N 0.26 0.61 0.47
C -0.63 1.75 0.61
N -0.73 2.52 -0.46
O -1.06 1.89 1.68
H -0.87 -0.89 -0.27
H 0.47 -0.52 -1.49
H 1.93 -1.75 0.68
H 0.26 -1.93 1.43
H -0.46 -2.65 -1.38
H 1.10 1.07 0.87
H -1.55 3.16 -0.41
H -0.17 2.35 -1.28
*
```

Here are the Löwdin charges for atoms 1 to 8, given in e:
1 C -0.3388
2 C -0.5214
3 S 0.6497
4 N -0.0208
5 C -0.6861
6 N 0.1720
7 O 0.1146
8 H 0.1120

***

2:
C3H8N2OS | ωB97M-V with the def2-TZVPD basis set

Results
- structure (SMILES) = CNC(=S)NCO
- highest occupied orbital energy (eV) = -8.276
- HOMO-LUMO gap (eV) = 8.812
- LUMO level (eV) = 0.54

Structure (ORCA input):
```
! RIJCOSX wB97M-V def2-TZVPD def2/J DEFGRID3
* xyz 0 1
C -1.63 1.55 -0.12
C -0.66 -0.71 -0.03
C 1.82 -0.88 0.16
H -2.45 1.31 0.60
H -1.99 1.45 -1.11
H -1.32 2.61 -0.03
H 0.05 0.81 0.96
H 0.28 -2.43 0.10
H 2.60 -1.68 -0.04
H 2.00 -0.60 1.24
H 1.38 0.77 -0.70
N -0.50 0.62 0.12
N 0.47 -1.43 0.03
O 2.09 0.10 -0.82
S -2.15 -1.46 -0.34
*
```

Here are the Löwdin charges for atoms 1 to 8, given in e:
1 C -0.1037
2 C -0.9124
3 C -0.2613
4 H 0.0815
5 H 0.0572
6 H 0.0877
7 H 0.1425
8 H 0.1271

***

3:
C3H8N2OS | ωB97M-V with the def2-TZVPD basis set

Results
- highest occupied orbital energy (eV) = -9.309
- HOMO-LUMO gap (eV) = 9.860
- LUMO level (eV) = 0.55

Structure (ORCA input):
```
! RIJCOSX wB97M-V def2-TZVPD def2/J DEFGRID3
* xyz 0 1
C 0.67 2.62 -1.03
C 0.96 2.24 0.35
C -0.44 -1.24 -1.40
N 0.48 3.10 -2.05
N 0.22 -0.81 0.95
O -2.05 -2.23 0.56
S -0.32 -2.00 0.28
H 0.76 2.97 1.16
H 2.14 2.15 0.48
H 0.44 1.23 0.40
H -1.06 -1.90 -2.09
H -0.72 -0.23 -1.32
H 0.72 -1.22 -1.58
H -2.60 -2.69 -0.18
H 0.45 -0.90 1.95
*
```

Here are the Löwdin charges for atoms 1 to 8, given in e:
1 C -0.3234
2 C -0.1029
3 C -0.2387
4 N 0.1186
5 N -0.3877
6 O -0.4234
7 S 0.8405
8 H 0.0840

***

Quick one: least stable of them? 3

***

1:
C4H6N3 | ωB97M-V with the def2-TZVPD basis set

Results
- structure (SMILES) = C=N/C=C\[N+]#CN
- highest occupied orbital energy (spin up / spin down) (eV) = -12.693 / -12.694
- HOMO-LUMO gap (spin up / spin down) (eV) = 7.158 / 7.160
- LUMO level (spin up / spin down) (eV) = -5.53 / -5.53

Structure (ORCA input):
```
! RIJCOSX wB97M-V def2-TZVPD def2/J DEFGRID3
* xyz 1 1
C -2.21 -0.11 -0.65
C 2.50 -0.89 -0.17
C 1.28 1.28 0.11
C -0.14 1.27 0.15
N 2.00 0.28 -0.06
N -0.80 0.22 -0.13
N -3.15 -0.56 0.11
H 3.06 -0.98 -1.12
H 2.41 -1.63 0.52
H 1.67 2.15 0.47
H -0.76 2.27 0.32
H -3.86 -1.16 -0.28
H -3.08 -0.32 1.11
*
```

Here are the Löwdin charges for atoms 1 to 8, given in e:
1 C -0.0355
2 C 0.2147
3 C -0.0348
4 C -0.1905
5 N 0.1248
6 N 0.0540
7 N 0.0904
8 H 0.1376

***

2:
C4H6N3 | ωB97M-V with the def2-TZVPD basis set

Results
- highest occupied orbital energy (eV) = -14.623
- HOMO-LUMO gap (eV) = 9.741
- LUMO level (eV) = -4.88

Structure (ORCA input):
```
! RIJCOSX wB97M-V def2-TZVPD def2/J DEFGRID3
* xyz 1 1
C 3.28 0.61 0.29
C 1.41 0.19 0.12
C -0.86 -0.48 -0.70
C -1.06 -0.57 0.74
N 3.28 -0.52 -0.15
N 1.93 -0.90 -0.38
N -0.07 0.42 0.17
H 3.77 1.38 0.88
H -0.22 -1.17 -1.27
H -1.62 -0.04 -1.30
H -1.92 -0.07 1.21
H -0.82 -1.54 1.26
H -0.33 1.48 0.29
*
```

Here are the Löwdin charges for atoms 1 to 8, given in e:
1 C 0.1306
2 C -0.0782
3 C -0.0583
4 C -0.0159
5 N 0.0248
6 N 0.0775
7 N -0.0092
8 H 0.1150

***

3:
C4H6N3 | ωB97M-V with the def2-TZVPD basis set

Results
- structure (SMILES) = C[NH+]=C=NN1C=C1
- highest occupied orbital energy (eV) = -13.819
- HOMO-LUMO gap (eV) = 10.036
- LUMO level (eV) = -3.78

Structure (ORCA input):
```
! RIJCOSX wB97M-V def2-TZVPD def2/J DEFGRID3
* xyz 1 1
C -2.26 0.55 0.48
C -3.10 0.15 -0.45
C 0.22 -0.31 -0.55
C 2.41 -0.18 0.43
N -2.04 -0.81 0.05
N -0.78 -0.89 -0.49
N 1.37 0.21 -0.46
H -1.63 1.25 0.91
H -4.10 0.31 -0.79
H 3.15 0.62 0.57
H 3.00 -1.05 0.15
H 1.98 -0.47 1.51
H 1.77 0.61 -1.35
*
```

Here are the Löwdin charges for atoms 1 to 8, given in e:
1 C 0.0242
2 C 0.1067
3 C -0.0715
4 C -0.0550
5 N -0.0182
6 N 0.1899
7 N 0.0348
8 H 0.1050

***

4:
C4H6N3 | ωB97M-V with the def2-TZVPD basis set

Results
- highest occupied orbital energy (eV) = -14.546
- HOMO-LUMO gap (eV) = 9.246
- LUMO level (eV) = -5.30

Structure (ORCA input):
```
! RIJCOSX wB97M-V def2-TZVPD def2/J DEFGRID3
* xyz 1 1
C 3.04 -0.92 1.87
C -2.72 1.66 -0.45
C -1.52 -0.46 -0.83
C -0.26 -0.73 -0.09
N -2.18 0.58 -0.69
N 0.13 0.10 0.76
N 4.15 -1.08 2.16
H -2.49 2.54 -1.04
H -3.46 1.76 0.33
H -1.88 -1.22 -1.52
H 0.22 -1.67 -0.38
H 5.10 -1.22 2.43
H 1.01 -0.11 1.24
*
```

Here are the Löwdin charges for atoms 1 to 8, given in e:
1 C -0.0255
2 C 0.1862
3 C 0.0196
4 C -0.1752
5 N 0.1065
6 N 0.1739
7 N 0.0903
8 H 0.1358

***

Quick one: least stable of them? 2

***

1:
C3H7NO2S | ωB97M-V with the def2-TZVPD basis set

Results
- highest occupied orbital energy (spin up / spin down) (eV) = -7.919 / -7.918
- HOMO-LUMO gap (spin up / spin down) (eV) = 8.763 / 8.762
- LUMO level (spin up / spin down) (eV) = 0.84 / 0.84

Structure (ORCA input):
```
! RIJCOSX wB97M-V def2-TZVPD def2/J DEFGRID3
* xyz 0 1
C -0.73 -0.08 0.83
C 0.41 -0.15 -0.06
C 2.79 0.25 -0.12
N -2.51 -0.75 -0.09
O -0.35 1.03 0.17
O 1.58 -0.22 0.56
S -3.74 0.33 -0.11
H -0.77 -0.12 1.85
H 0.44 -0.45 -1.02
H 3.66 0.37 0.58
H 2.41 1.14 -0.75
H 3.03 -0.45 -0.96
H -2.60 -1.59 0.46
H -3.62 0.68 -1.35
*
```

Here are the Löwdin charges for atoms 1 to 8, given in e:
1 C -0.0532
2 C -0.3592
3 C -0.0352
4 N -0.4851
5 O 0.0547
6 O -0.1083
7 S 0.6491
8 H 0.1009

***

2:
C3H7NO2S | ωB97M-V with the def2-TZVPD basis set

Results
- highest occupied orbital energy (eV) = -9.391
- HOMO-LUMO gap (eV) = 10.257
- LUMO level (eV) = 0.87

Structure (ORCA input):
```
! RIJCOSX wB97M-V def2-TZVPD def2/J DEFGRID3
* xyz 0 1
C -0.36 -0.73 0.16
C -1.54 -1.45 0.62
C 2.11 1.26 0.01
N -0.18 -0.06 -0.87
O 0.71 -0.87 0.92
O 2.33 -1.05 -1.07
S 2.24 -0.48 0.25
H -1.71 -0.91 1.59
H -1.19 -2.51 0.85
H -2.41 -1.37 0.06
H 2.06 1.47 -1.05
H 3.02 1.67 0.40
H 1.22 1.73 0.56
H -1.07 -0.03 -1.36
*
```

Here are the Löwdin charges for atoms 1 to 8, given in e:
1 C -0.6450
2 C 0.0041
3 C -0.2650
4 N 0.1416
5 O -0.2614
6 O -0.4507
7 S 0.9343
8 H 0.1115

***

Quick one: least stable of them? 1

***

1:
C3H7NO2S | ωB97M-V with the def2-TZVPD basis set

Results
- structure (SMILES) = N[C@@H](CS)C(=O)O
- highest occupied orbital energy (eV) = -8.956
- HOMO-LUMO gap (eV) = 9.479
- LUMO level (eV) = 0.52

Structure (ORCA input):
```
! RIJCOSX wB97M-V def2-TZVPD def2/J DEFGRID3
* xyz 0 1
O 0.85 -0.51 2.22
C 0.79 0.40 1.32
O 1.19 1.63 1.59
C -0.18 0.32 0.07
C -0.22 -1.31 -0.39
S -1.44 -1.53 -1.89
N 0.16 1.16 -1.01
H 2.07 1.61 2.03
H -1.21 0.57 0.46
H 0.82 -1.65 -0.65
H -0.76 -1.94 0.44
H -2.64 -1.63 -1.30
H 0.90 1.86 -1.02
H -0.35 1.02 -1.87
*
```

Here are the Löwdin charges for atoms 1 to 8, given in e:
1 O 0.0405
2 C -0.4292
3 O 0.0996
4 C -0.3514
5 C -0.4012
6 S 0.6149
7 N 0.0104
8 H 0.1490

***

2:
C3H7NO2S | ωB97M-V with the def2-TZVPD basis set

Results
- highest occupied orbital energy (eV) = -8.963
- HOMO-LUMO gap (eV) = 9.301
- LUMO level (eV) = 0.34

Structure (ORCA input):
```
! RIJCOSX wB97M-V def2-TZVPD def2/J DEFGRID3
* xyz 0 1
C 1.34 -0.78 0.20
C 2.01 0.41 -0.22
C -2.06 0.58 0.84
N -0.70 0.56 0.34
O 1.71 -1.61 0.99
O -0.32 -0.95 -1.75
S -0.43 -0.94 -0.10
H 1.79 1.26 0.29
H 1.99 0.48 -1.31
H 3.07 0.35 -0.03
H -2.04 0.81 1.89
H -2.53 -0.40 0.61
H -2.63 1.37 0.42
H -1.19 -1.14 -2.17
*
```

Here are the Löwdin charges for atoms 1 to 8, given in e:
1 C -0.5881
2 C -0.0522
3 C -0.2606
4 N -0.3421
5 O 0.0556
6 O -0.3246
7 S 1.0320
8 H 0.0556

***

Quick one: least stable of them? 2

***

1:
C6H13N3O3 | ωB97M-V with the def2-TZVPD basis set

Results
- structure (SMILES) = O=[N+]([O-])OCCN1CCNCC1
- highest occupied orbital energy (eV) = -8.206
- HOMO-LUMO gap (eV) = 8.691
- LUMO level (eV) = 0.48

Structure (ORCA input):
```
! RIJCOSX wB97M-V def2-TZVPD def2/J DEFGRID3
* xyz 0 1
C -1.69 1.36 0.20
C -0.33 1.88 -0.36
C 1.19 0.08 -1.37
C 0.94 -1.41 -1.00
C 0.92 -0.93 1.38
C 1.27 0.48 1.03
H -2.59 2.09 0.01
H -1.61 1.27 1.25
H -0.03 2.83 0.08
H -0.43 2.23 -1.37
H 0.69 0.34 -2.29
H 2.26 0.15 -1.59
H -0.15 -1.54 -0.92
H 1.40 -2.08 -1.69
H 1.43 -2.70 0.58
H 1.36 -1.14 2.39
H -0.24 -0.98 1.34
H 0.87 1.20 1.75
H 2.40 0.58 1.05
N -2.53 -0.78 -0.12
N 0.81 0.94 -0.31
N 1.62 -1.74 0.33
O -2.61 -1.82 -0.69
O -3.19 -0.48 0.89
O -1.77 0.18 -0.59
*
```

Here are the Löwdin charges for atoms 1 to 8, given in e:
1 C -0.1185
2 C -0.1423
3 C -0.1972
4 C -0.1632
5 C -0.2199
6 C -0.1903
7 H 0.1675
8 H 0.1011

***

2:
C6H13N3O3 | ωB97M-V with the def2-TZVPD basis set

Results
- structure (SMILES) = NC(=O)CC[C@@H](N)CC(=O)NO
- highest occupied orbital energy (eV) = -9.722
- HOMO-LUMO gap (eV) = 10.364
- LUMO level (eV) = 0.64

Structure (ORCA input):
```
! RIJCOSX wB97M-V def2-TZVPD def2/J DEFGRID3
* xyz 0 1
C -0.03 1.68 0.03
C 0.45 0.88 1.28
C 1.84 0.23 1.16
C 1.80 -0.91 0.14
C -1.04 0.87 -0.88
C -2.13 0.14 -0.10
H 1.13 2.54 -1.60
H 1.69 2.71 -0.07
H -0.49 2.65 0.45
H 0.52 1.49 2.33
H -0.26 0.00 1.47
H 2.54 0.92 0.83
H 2.18 -0.43 2.02
H 2.15 0.36 -1.33
H 1.57 -1.29 -1.77
H -0.42 0.14 -1.49
H -1.38 1.57 -1.69
H -2.82 -1.84 0.36
H -0.47 -2.34 -0.07
N 1.32 2.07 -0.69
N 2.21 -0.68 -1.14
N -1.96 -1.20 0.26
O 1.39 -2.00 0.46
O -3.03 0.79 0.39
O -1.14 -1.92 -0.63
*
```

Here are the Löwdin charges for atoms 1 to 8, given in e:
1 C -0.2851
2 C -0.1496
3 C -0.1321
4 C -0.5888
5 C -0.0664
6 C -0.4694
7 H 0.1011
8 H 0.0403

***

Quick one: least stable of them? 1

***

1:
C5H9N3O2S | ωB97M-V with the def2-TZVPD basis set

Results
- structure (SMILES) = [H]/N=C1/C/C=C\CN=[S@@](N)(=O)O1
- highest occupied orbital energy (eV) = -9.249
- HOMO-LUMO gap (eV) = 9.693
- LUMO level (eV) = 0.44

Structure (ORCA input):
```
! RIJCOSX wB97M-V def2-TZVPD def2/J DEFGRID3
* xyz 0 1
C -1.43 -0.37 -1.03
C -1.56 0.74 -0.32
C 0.44 -1.52 0.14
C -0.87 -1.69 -0.55
C -1.20 0.89 1.08
N 0.92 -2.28 1.01
N 0.27 0.79 1.44
N 1.35 1.82 -0.89
O 2.66 0.71 1.00
O 1.22 -0.48 -0.52
S 1.38 0.80 0.38
H -1.52 -0.36 -2.15
H -1.85 1.63 -0.73
H -1.63 -2.09 0.13
H -0.73 -2.42 -1.37
H -1.55 1.81 1.61
H -1.72 0.14 1.80
H 1.93 -1.94 1.14
H 1.92 2.61 -0.74
H 1.95 1.21 -1.43
*
```

Here are the Löwdin charges for atoms 1 to 8, given in e:
1 C -0.0958
2 C -0.1409
3 C -0.4253
4 C -0.1111
5 C -0.2557
6 N 0.2009
7 N -0.1816
8 N -0.0263

***

2:
C5H9N3O2S | ωB97M-V with the def2-TZVPD basis set

Results
- structure (SMILES) = N[C@H]1C=CN=C(S(N)(=O)=O)C1
- highest occupied orbital energy (eV) = -9.504
- HOMO-LUMO gap (eV) = 9.389
- LUMO level (eV) = -0.12

Structure (ORCA input):
```
! RIJCOSX wB97M-V def2-TZVPD def2/J DEFGRID3
* xyz 0 1
C 1.95 -0.89 0.01
C 1.51 0.53 -0.58
C 0.95 -1.81 0.14
C 0.29 0.99 0.38
C -0.65 -0.13 0.19
N -0.42 -1.35 0.11
N 2.63 1.39 -0.70
N -3.17 -1.13 0.46
O -2.73 1.30 1.15
O -2.74 0.70 -1.27
S -2.45 0.33 0.12
H 2.91 -1.35 -0.28
H 1.00 0.44 -1.63
H 0.97 -2.87 0.37
H 0.58 0.97 1.43
H -0.13 1.98 0.10
H 2.41 2.21 -1.25
H 2.89 1.76 0.25
H -2.87 -1.62 -0.34
H -2.94 -1.47 1.33
*
```

Here are the Löwdin charges for atoms 1 to 8, given in e:
1 C -0.0085
2 C -0.3735
3 C -0.0937
4 C -0.1001
5 C -0.3797
6 N 0.0621
7 N 0.0133
8 N -0.0426

***

Quick one: least stable of them? 1

***

1:
C5H9N2O4 | ωB97M-V with the def2-TZVPD basis set

Results
- structure (SMILES) = COC(=O)[N+]1(C(=O)OC)CN1
- highest occupied orbital energy (eV) = -15.951
- HOMO-LUMO gap (eV) = 12.467
- LUMO level (eV) = -3.48

Structure (ORCA input):
```
! RIJCOSX wB97M-V def2-TZVPD def2/J DEFGRID3
* xyz 1 1
C 0.57 -0.43 -1.15
C -1.00 0.01 0.91
C -1.48 -1.92 -0.68
C 2.75 0.43 -1.01
C -0.99 2.28 1.49
N -0.44 -2.40 0.16
N -0.55 -0.91 -0.20
O 0.39 -0.47 -2.31
O -1.52 -0.47 1.85
O 1.55 -0.08 -0.39
O -0.71 1.21 0.56
H -1.37 -2.16 -1.74
H -2.50 -1.85 -0.32
H 2.66 1.51 -1.13
H 2.92 -0.04 -1.98
H 3.56 0.19 -0.32
H -1.29 3.14 0.89
H -0.07 2.51 2.03
H -1.78 1.99 2.18
H -0.71 -2.54 1.14
*
```

Here are the Löwdin charges for atoms 1 to 8, given in e:
1 C -0.4744
2 C -0.4737
3 C -0.0389
4 C 0.0420
5 C 0.0459
6 N 0.2184
7 N 0.0390
8 O 0.2351

***

2:
C5H9N2O4 | ωB97M-V with the def2-TZVPD basis set

Results
- structure (SMILES) = COC(=O)[N+]1(C(=O)OC)CN1
- highest occupied orbital energy (eV) = -15.286
- HOMO-LUMO gap (eV) = 12.536
- LUMO level (eV) = -2.75

Structure (ORCA input):
```
! RIJCOSX wB97M-V def2-TZVPD def2/J DEFGRID3
* xyz 1 1
C -0.46 0.89 0.63
C 0.60 -0.71 -1.31
C 1.07 1.82 -1.28
C -0.69 0.64 2.99
C -1.03 -2.64 -1.24
N 1.88 1.24 -0.34
N 0.65 0.59 -0.51
O -1.48 1.40 0.33
O 1.52 -0.85 -2.03
O 0.03 0.60 1.78
O -0.38 -1.37 -0.86
H 0.49 2.71 -1.00
H 1.13 1.67 -2.35
H -1.29 -0.24 3.09
H -1.26 1.58 3.00
H 0.14 0.62 3.74
H -0.43 -3.12 -2.04
H -2.10 -2.41 -1.60
H -1.09 -3.14 -0.39
H 2.70 0.73 -0.62
*
```

Here are the Löwdin charges for atoms 1 to 8, given in e:
1 C -0.4316
2 C -0.4722
3 C 0.0016
4 C 0.0207
5 C 0.0932
6 N 0.1388
7 N 0.0210
8 O 0.2149

***

Quick one: least stable of them? 2